120
Properties=species:S:1:pos:R:3:forces:R:3:lowdin_charge:R:1 method="wB97M-V/def2-TZVPD" total_charge=0 homo_lumo_gap_ev=9.90 homo_ev=-9.58
C -7.04008 -5.30265 -17.37177 0.774 0.657 0.435 -0.08
C -6.13060 -5.97823 -16.55516 -0.205 -0.630 -0.910 -0.05
C -6.05468 -7.36012 -16.75716 -0.317 1.447 0.706 -0.15
N -6.87434 -8.05327 -17.53810 -0.539 0.506 0.168 0.06
C -7.80679 -7.36593 -18.21290 0.191 0.426 -0.293 -0.10
C -7.88483 -5.95660 -18.24327 0.436 -1.204 0.277 -0.04
H -7.00796 -4.23009 -17.33595 -0.277 0.420 -0.041 0.10
H -5.43789 -5.46669 -15.87331 -0.466 -0.249 -0.350 0.11
H -5.34895 -7.86834 -16.15297 0.563 -0.945 0.163 0.06
H -8.48977 -7.98572 -18.76530 -0.235 -0.070 -0.342 0.10
H -8.51407 -5.39970 -18.93485 -0.094 -0.357 0.301 0.11
C -3.90043 -9.33146 -14.36909 0.449 0.749 0.181 -0.08
C -3.16698 -8.15863 -14.63099 -0.501 -0.870 0.178 -0.06
C -2.19644 -7.78384 -13.69342 -1.134 -0.518 -0.717 -0.16
N -2.04030 -8.46663 -12.57049 0.946 -0.392 0.730 0.04
C -2.72930 -9.58982 -12.31665 -0.297 0.404 -0.096 -0.14
C -3.69909 -10.05110 -13.19607 -0.201 -0.122 -0.316 -0.07
H -4.63655 -9.68548 -15.06359 -0.331 -0.074 -0.331 0.07
H -3.41983 -7.59286 -15.53483 0.579 -0.095 0.346 0.08
H -1.56470 -6.92721 -13.91058 0.035 0.008 0.445 0.10
H -2.53780 -10.12500 -11.36921 0.028 0.531 -0.530 0.11
H -4.33910 -10.92530 -13.01594 0.541 0.303 0.110 0.10
C -1.72010 -13.51386 -14.93737 -0.386 -0.579 -0.370 -0.08
C -1.64956 -12.52279 -15.88533 -0.466 0.721 -0.837 -0.05
C -2.16262 -12.78526 -17.19708 0.025 0.204 1.649 -0.13
N -2.81134 -13.91003 -17.47584 0.561 -0.914 0.424 0.06
C -2.83923 -14.90122 -16.52560 0.973 2.423 0.198 -0.12
C -2.30753 -14.75118 -15.25429 0.296 0.796 -1.067 -0.07
H -1.31592 -13.32143 -13.97073 0.135 0.005 0.667 0.10
H -1.31325 -11.50789 -15.57309 0.008 -0.931 -0.622 0.12
H -2.06643 -12.03066 -17.97964 -0.171 -0.146 0.089 0.08
H -3.25192 -15.82088 -16.78807 -0.900 -1.252 -0.671 0.09
H -2.33396 -15.58687 -14.58699 0.004 -0.176 0.433 0.10
C -2.94304 -7.15982 -19.29154 -1.780 -1.256 -0.430 -0.06
C -3.76087 -8.20073 -19.82253 1.666 0.479 0.514 -0.04
C -3.22696 -9.48548 -19.88261 0.478 1.180 0.966 -0.15
N -2.04054 -9.80648 -19.34076 0.317 0.228 -0.160 0.07
C -1.30747 -8.81496 -18.82631 -0.238 -0.006 -0.344 -0.14
C -1.70717 -7.48536 -18.80208 0.043 -0.304 -0.027 -0.08
H -3.37965 -6.17975 -19.21718 0.181 0.376 -0.042 0.10
H -4.75541 -8.01233 -20.16366 -0.402 0.174 -0.266 0.08
H -3.79030 -10.26865 -20.32080 -0.340 -0.722 -0.175 0.06
H -0.31826 -9.01846 -18.43415 -0.065 -0.525 0.049 0.10
H -1.04398 -6.76088 -18.37910 0.211 0.402 0.148 0.10
C -11.28796 -8.69291 -15.93992 0.808 -0.582 -1.870 -0.05
C -10.48828 -9.84992 -15.99919 -0.513 1.679 2.432 -0.07
C -10.16826 -10.40331 -17.19647 0.573 -0.749 -0.367 -0.16
N -10.64018 -9.94916 -18.35145 -0.007 0.246 -0.408 0.06
C -11.45887 -8.90326 -18.30346 -0.838 0.151 -0.848 -0.17
C -11.80422 -8.22360 -17.14674 0.499 -1.255 0.872 -0.07
H -11.38725 -8.08063 -15.08006 -0.357 -0.050 1.005 0.10
H -10.11212 -10.20121 -15.03284 0.151 -0.253 -0.601 0.10
H -9.46669 -11.24016 -17.19915 -0.253 0.016 -0.284 0.10
H -11.93754 -8.59617 -19.25432 0.525 -0.210 0.485 0.11
H -12.54297 -7.47161 -17.10976 -0.443 1.039 -0.390 0.09
C -7.57976 -9.28653 -13.63372 0.287 0.461 -1.394 -0.11
C -7.87959 -10.35460 -12.86656 -0.865 -1.067 1.677 -0.08
C -7.95604 -10.17308 -11.47933 0.841 0.686 -0.203 -0.12
N -7.65314 -8.99753 -10.89029 -0.294 -0.184 0.267 0.06
C -7.33601 -7.96774 -11.67265 -0.421 -0.189 -1.200 -0.15
C -7.30679 -8.08541 -13.05626 0.399 0.902 0.553 -0.08
H -7.56761 -9.37607 -14.70094 0.054 -0.112 -0.519 0.09
H -8.13883 -11.29523 -13.31591 0.043 -0.362 -0.088 0.09
H -8.19772 -11.00485 -10.81820 -0.029 0.243 -0.082 0.10
H -7.17785 -6.93896 -11.35267 0.107 -0.472 1.055 0.10
H -7.04609 -7.21321 -13.63697 -0.046 0.051 -0.191 0.09
C -2.05191 -14.63471 -21.31177 1.562 0.029 -0.803 -0.09
C -2.83764 -13.40717 -21.09255 -0.311 0.246 2.225 -0.28
O -3.92555 -13.71303 -20.16974 -0.298 0.774 -1.814 -0.12
H -1.54097 -14.91086 -20.40228 -0.072 -0.280 0.521 0.07
H -1.22456 -14.30450 -21.96144 -0.185 -0.643 -0.299 0.09
H -2.58733 -15.49792 -21.69673 -0.096 0.144 -0.243 0.08
H -3.20012 -12.92273 -21.96977 -0.635 -0.029 -0.699 0.09
H -2.16305 -12.67736 -20.59684 -0.375 -0.092 -0.207 0.11
H -3.52763 -13.76073 -19.31107 0.368 -0.309 1.418 0.01
C -6.18861 -16.51207 -21.29065 -0.302 -0.700 1.795 -0.07
C -6.94648 -15.64539 -20.27230 -1.226 -0.791 0.013 -0.34
O -6.64604 -14.30520 -20.44171 1.770 1.045 -0.016 -0.13
H -6.28356 -16.09013 -22.27719 0.110 -0.063 -0.366 0.07
H -6.54255 -17.55991 -21.21892 0.012 0.511 -0.388 0.08
H -5.15334 -16.55316 -20.91497 -0.075 0.201 -0.639 0.07
H -6.70943 -15.94787 -19.24265 0.045 -0.228 -0.073 0.11
H -8.04910 -15.66620 -20.34599 0.377 -0.563 -0.229 0.11
H -5.65313 -14.28572 -20.36868 -0.793 0.824 -0.194 0.06
C -9.83825 -12.69378 -20.34647 -0.954 -0.563 2.137 -0.12
C -9.45508 -12.02289 -21.59184 0.071 -0.196 -2.405 -0.31
O -8.53122 -12.81818 -22.41663 -0.344 0.489 1.505 -0.11
H -10.65225 -12.13674 -19.81144 0.690 -0.324 -0.565 0.07
H -8.97819 -12.66155 -19.66609 -0.111 -0.300 0.055 0.06
H -10.17966 -13.74541 -20.42673 0.273 0.528 -0.319 0.09
H -9.00144 -11.06894 -21.33839 0.142 0.304 -0.131 0.10
H -10.31836 -11.83499 -22.25735 0.348 -0.007 0.330 0.12
H -7.95903 -13.23908 -21.74421 0.110 -0.059 -0.531 0.03
C -5.53588 -13.38764 -14.70870 0.299 -1.977 0.165 -0.09
C -6.75024 -13.76557 -15.52193 0.250 -0.894 -0.119 -0.35
O -7.60060 -12.65946 -15.60642 -0.017 1.254 -0.742 -0.12
H -5.82903 -13.01893 -13.73043 0.042 0.544 -0.054 0.07
H -4.91413 -12.74398 -15.31274 0.342 0.544 0.323 0.05
H -4.97251 -14.32363 -14.50688 -0.024 0.552 -0.149 0.07
H -7.29994 -14.60596 -15.03438 0.214 0.647 -0.373 0.12
H -6.39979 -14.14310 -16.53211 -0.514 0.343 0.769 0.11
H -7.04855 -11.87527 -15.91403 -0.755 -0.930 0.339 0.06
C -6.13950 -11.09344 -19.02503 0.805 0.959 -0.174 -0.05
C -5.40735 -11.34686 -17.71357 -1.016 -0.871 -0.307 -0.28
O -6.01679 -10.61512 -16.67498 -0.386 0.447 1.319 -0.15
H -5.77793 -11.81992 -19.75338 0.261 0.412 -0.342 0.05
H -5.89584 -9.99701 -19.26201 -0.589 -1.631 -0.246 0.08
H -7.22266 -11.24401 -19.00953 0.080 0.157 0.488 0.07
H -4.36355 -11.05801 -17.80521 0.243 0.010 -0.065 0.09
H -5.44528 -12.42485 -17.40343 0.104 0.849 -0.456 0.10
H -6.51168 -9.81759 -16.97354 0.399 -0.364 -0.523 0.04
C -5.77010 -9.76547 -22.86878 0.640 0.442 1.328 -0.07
C -5.17515 -11.15810 -22.64893 0.802 0.944 -1.669 -0.29
O -4.67135 -11.66217 -23.90715 1.319 0.311 1.002 -0.08
H -5.03978 -9.02928 -23.26543 -0.192 -0.807 -0.197 0.08
H -5.93539 -9.36530 -21.84787 -0.655 -0.086 -0.417 0.05
H -6.66783 -9.75634 -23.47745 -0.172 -0.021 0.102 0.07
H -5.85045 -11.89222 -22.25900 -0.608 -0.120 0.566 0.09
H -4.30995 -11.02437 -21.97504 -0.342 -0.473 -0.495 0.08
H -5.37031 -11.98334 -24.45322 -0.945 -0.280 -0.288 0.07